Version P
This record from the Open Molecules 2025 dataset describes the molecule C10H20N2O3S. The level of theory is ωB97M-V/def2-TZVPD.

```
36
Properties=species:S:1:pos:R:3:nbo_charge:R:1
C 3.36024 -1.71146 -1.75536 -0.740
S 3.90066 -1.42043 0.06366 0.140
C 2.45972 -2.26308 0.94586 -0.539
C 1.21584 -2.39183 0.06374 -0.482
C 0.36724 -1.22119 0.05033 -0.150
N 0.21528 -0.48902 1.32527 -0.834
C -1.16327 -1.29728 -0.56390 0.679
O -1.53118 -2.33682 -1.24800 -0.629
N -1.84452 -0.06299 -0.64630 -0.633
C -1.23058 1.15102 -0.23735 -0.140
C -1.26166 1.54782 1.29653 0.815
O -0.58873 2.54717 1.62539 -0.601
O -2.26221 1.03643 2.06420 -0.688
C -1.84571 2.16571 -1.11765 -0.325
C -1.15147 3.42514 -1.13832 -0.576
C -3.12217 2.61788 -0.51674 -0.627
H 2.11631 -1.75238 -1.89019 0.222
H 3.77220 -0.79009 -2.40316 0.250
H 3.82768 -2.67914 -1.97011 0.223
H 2.75480 -3.37677 1.37951 0.235
H 2.41745 -1.63436 1.91832 0.230
H 1.65456 -2.74858 -1.08433 0.257
H 0.37026 -3.18521 0.36042 0.250
H 0.77792 -0.45346 -0.64988 0.201
H 0.15456 -1.36043 1.84365 0.364
H 1.03952 0.00283 1.59469 0.383
H -2.69593 -0.19939 -1.11422 0.424
H -0.17811 1.10948 -0.32680 0.224
H -2.20272 0.07129 1.77992 0.500
H -1.81011 1.95172 -2.20228 0.234
H -0.05021 3.54600 -1.59220 0.213
H -1.27135 4.14066 -0.28375 0.236
H -1.73523 3.82083 -2.11800 0.193
H -3.64368 3.63219 -0.80429 0.244
H -2.98027 2.51466 0.76873 0.245
H -4.03554 1.87054 -0.67286 0.202
```

Computed properties:
Charge: 0
Kohn-Sham gap, eV: 9.41
SMILES: CSCC[C@H](N)C(=O)N[C@H](C(=O)O)C(C)C

=====

Version Q
This record from the Open Molecules 2025 dataset describes the molecule C10H20N2O3S. The level of theory is ωB97M-V/def2-TZVPD.

```
36
Properties=species:S:1:pos:R:3:nbo_charge:R:1
N -2.92539 -1.62832 1.08537 -0.830
C -3.63198 -1.37193 -0.03345 0.664
O -3.66242 -2.11289 -0.99214 -0.620
C -4.40949 -0.05769 0.01592 -0.514
C -3.64637 1.03902 -0.70350 -0.629
S -2.06997 1.41062 0.15345 2.151
O -2.19295 1.02277 1.54149 -0.983
O -1.73426 2.78448 -0.09966 -0.945
C -0.80601 0.36872 -0.63928 -0.648
C 0.43877 0.41197 0.23864 -0.241
N 1.36360 -0.64812 -0.11326 -0.450
C 2.14387 -0.38788 -1.31176 -0.217
C 3.27178 0.63041 -1.10562 -0.422
C 4.17959 0.17486 0.03427 -0.399
C 3.34672 -0.07239 1.28976 -0.422
C 2.22892 -1.07151 0.97263 -0.209
H -2.33204 -2.44325 1.09774 0.400
H -2.72166 -0.87190 1.72534 0.427
H -4.57923 0.23860 1.05047 0.234
H -5.36885 -0.21472 -0.48098 0.248
H -4.19856 1.97571 -0.72044 0.257
H -3.37897 0.75224 -1.71732 0.246
H -1.18970 -0.64317 -0.72348 0.254
H -0.64531 0.79923 -1.62268 0.238
H 0.86817 1.42275 0.18008 0.189
H 0.11278 0.25321 1.27005 0.224
H 1.46940 -0.05362 -2.10175 0.195
H 2.57766 -1.34371 -1.62253 0.195
H 2.84831 1.60839 -0.86748 0.196
H 3.84220 0.73050 -2.03029 0.212
H 4.94758 0.92612 0.22964 0.210
H 4.68151 -0.75277 -0.25282 0.193
H 2.90902 0.86675 1.63449 0.197
H 3.97386 -0.46699 2.09067 0.211
H 1.61387 -1.25074 1.85745 0.198
H 2.67552 -2.02473 0.67098 0.191
```

Computed properties:
Charge: 0
Kohn-Sham gap, eV: 9.30
SMILES: NC(=O)CCS(=O)(=O)CCN1CCCCC1

=====

Going by the energies, version Q is most stable and the next is 592.4 kJ/mol up.

=====

Version P
This record from the Open Molecules 2025 dataset describes a cluster of 2 separate species, C5H10IN2 in total. The level of theory is ωB97M-V/def2-TZVPD.

```
18
Properties=species:S:1:pos:R:3:nbo_charge:R:1
C 2.24545 1.45233 0.18771 -0.113
C -1.43420 -1.19761 -0.70779 -0.375
C -1.08890 0.27199 -0.49542 -0.501
C -0.33498 -1.90726 0.25168 -0.251
C -0.34690 0.32405 0.83802 0.311
N 3.01187 2.49677 -0.00735 -0.760
N 0.07786 -0.84586 1.14595 -0.425
I 3.22096 -0.37675 0.03652 0.112
H -2.48646 -1.58969 -0.34767 0.225
H -1.39708 -1.38833 -1.69976 0.229
H -0.49605 0.45194 -1.38418 0.273
H -2.02807 0.81743 -0.42985 0.264
H -0.78477 -2.64818 0.84949 0.240
H 0.56950 -2.03458 -0.44190 0.245
H 0.00240 1.09211 1.47235 0.252
H 4.04200 2.38684 -0.00804 0.403
H 0.53836 -0.94966 2.03687 0.444
H 2.55463 3.37775 -0.20201 0.427
```

Computed properties:
Charge: +1
Kohn-Sham gap, eV: 8.52

=====

Version Q
This record from the Open Molecules 2025 dataset describes a cluster of 2 separate species, C5H10IN2 in total. The level of theory is ωB97M-V/def2-TZVPD.

```
18
Properties=species:S:1:pos:R:3:nbo_charge:R:1
C 1.32247 -1.96766 -0.72544 -0.376
C -0.06289 1.21270 -0.89595 0.276
C 0.75369 -0.84841 -0.44225 0.307
C 0.68196 0.71601 1.36731 -0.411
C -1.94030 -1.78398 0.38573 -0.641
N 0.52976 0.37980 -0.04444 -0.365
N -0.02238 2.51865 -0.72811 -0.746
I -2.67274 0.12518 0.04531 0.269
H 2.23710 -1.98613 -1.08666 0.224
H 0.80954 -2.90663 -0.57424 0.253
H -0.13631 0.83552 -1.88454 0.232
H 1.40468 0.10528 1.90775 0.264
H 0.85438 1.77550 1.36714 0.200
H -0.33773 0.62116 1.80061 0.245
H -1.90357 -2.09627 1.44835 0.211
H -2.03619 -2.59989 -0.42473 0.228
H 0.01299 3.05649 -1.57997 0.430
H 0.50555 2.84269 0.06412 0.401
```

Computed properties:
Charge: +1
Kohn-Sham gap (spin up / spin down), eV: 7.41 / 7.76

=====

Going by the energies, version P is most stable and the next is 273.9 kJ/mol up.

=====

Version P
This record from the Open Molecules 2025 dataset describes the molecule CH4O4. The level of theory is ωB97M-V/def2-TZVPD.

```
9
Properties=species:S:1:pos:R:3:nbo_charge:R:1
O 1.62984 0.42442 0.68602 -0.433
O 0.83104 -0.64157 1.05460 -0.286
C -0.09699 -0.93766 -0.07680 0.169
O -0.29049 0.07727 -0.99531 -0.261
O -1.21178 1.02243 -0.50071 -0.457
H 1.05238 1.25619 0.81045 0.447
H -1.06399 -1.26918 0.47456 0.168
H 0.06768 -1.82672 -0.59888 0.183
H -0.91768 1.89483 -0.85392 0.470
```

Computed properties:
Charge: 0
Kohn-Sham gap, eV: 10.79
SMILES: OOCOO

=====

Version Q
This record from the Open Molecules 2025 dataset describes a cluster of 2 separate species, CH4O4 in total. The level of theory is ωB97M-V/def2-TZVPD.

```
9
Properties=species:S:1:pos:R:3:nbo_charge:R:1
H 3.48085 0.53516 0.00000 0.457
O 2.99296 -0.32112 0.00000 -0.499
O 1.47496 0.17821 0.00000 0.137
O 0.76979 -0.85210 0.00000 -0.094
O -1.21578 1.33598 0.00000 -0.270
C -1.73016 0.01379 0.00000 -0.345
H -2.82132 0.24641 0.00000 0.178
H -1.47566 -0.56816 -0.92694 0.235
H -1.47566 -0.56816 0.92694 0.201
```

Computed properties:
Charge: 0
Kohn-Sham gap (spin up / spin down), eV: 8.68 / 9.56

=====

Going by the energies, version P is most stable and the next is 252.4 kJ/mol up.

=====

Version P
This record from the Open Molecules 2025 dataset describes the molecule CH3ClOS2. The level of theory is ωB97M-V/def2-TZVPD.

```
8
Properties=species:S:1:pos:R:3:nbo_charge:R:1
C -0.19274 0.31369 -0.01670 -0.712
O -2.84498 -1.49745 0.59392 -0.895
S -1.69864 1.12181 0.62651 0.017
S -3.31208 -0.13044 0.77746 1.172
Cl -4.44210 0.19338 -0.97993 -0.286
H 0.61359 0.91741 0.09321 0.236
H 0.09138 -0.41127 0.62520 0.226
H -0.33565 -0.03376 -1.13129 0.243
```

Computed properties:
Charge: 0
Kohn-Sham gap, eV: 9.56

=====

Version Q
This record from the Open Molecules 2025 dataset describes the molecule CH3ClOS2. The level of theory is ωB97M-V/def2-TZVPD.

```
8
Properties=species:S:1:pos:R:3:nbo_charge:R:1
C -0.93206 0.75401 -0.07346 -0.751
O 1.51741 0.33916 0.45652 -0.879
S -0.92904 -1.02481 0.11188 0.065
S 1.10185 -1.10070 0.73684 1.105
Cl 2.06579 -2.22558 -0.82480 -0.274
H -2.04652 1.05764 -0.19516 0.244
H -0.40754 0.89062 -0.94148 0.225
H -0.36989 1.30966 0.72966 0.264
```

Computed properties:
Charge: 0
Kohn-Sham gap, eV: 9.12

=====

Going by the energies, version Q is most stable and the next is 10.1 kJ/mol up.